ORCA calculation (ωB97M-V/def2-TZVPD) on an isolated molecule of C5H10N2O2 at a distorted geometry.

The calculation puts the total energy at -456.426494 a.u. The SMILES is CN/N=C(/C=O)CCO. The calculation puts the orbital gap at 9.38 eV. As for the strongest force on any atom: 0.07080 hartree/bohr.

The geometry in XYZ format:
```
19
Properties=species:S:1:pos:R:3:forces:R:3:mulliken_charge:R:1
C 0.500 1.895 2.098 -0.04 3.38 -1.35 -0.8236
N -0.431 1.235 1.215 0.45 0.22 0.05 -0.2014
N -0.033 1.258 -0.078 -0.54 -0.87 -1.22 -0.3903
C -0.392 0.312 -0.894 0.11 -0.36 0.06 0.3217
C 0.114 0.483 -2.310 -0.36 0.32 -0.73 -0.0424
O 0.109 -0.377 -3.187 0.01 1.43 1.70 -0.5019
C -1.079 -1.034 -0.644 1.77 0.05 -0.05 -0.7372
C 0.145 -2.059 -0.405 -1.55 0.92 -1.77 -0.4329
O 0.940 -1.707 0.674 0.03 1.57 0.57 -0.5460
H 1.510 1.542 2.013 0.59 -0.67 0.13 0.3411
H 0.106 1.771 3.104 0.21 0.53 0.05 0.3526
H 0.594 3.001 1.685 -0.42 -1.93 1.48 0.2506
H -0.523 0.340 1.625 -0.86 -1.61 -0.15 0.3067
H 0.407 1.565 -2.487 0.15 -0.95 -0.11 0.3377
H -1.599 -1.263 -1.581 0.14 -0.28 0.26 0.3826
H -1.788 -1.076 0.180 0.11 0.20 0.13 0.3077
H -0.282 -3.021 -0.292 -0.38 -1.09 0.74 0.4149
H 0.714 -2.148 -1.337 0.08 0.42 0.03 0.2724
H 0.988 -0.717 0.622 0.49 -1.28 0.18 0.3877
```
Positions in Å, forces in eV/Å.

=====

ORCA calculation (ωB97M-V/def2-TZVPD) on a cluster of 2 separate species, C4H13N2O in total at a distorted geometry.

The net charge is +1. The calculation puts the total energy at -344.469689 a.u. The calculation puts the orbital gap at 5.92 eV. As for the strongest force on any atom: 0.08751 hartree/bohr.

The geometry in XYZ format:
```
20
Properties=species:S:1:pos:R:3:forces:R:3:mulliken_charge:R:1
C 2.299 -0.964 0.653 -0.75 0.62 0.37 -1.0176
C 1.282 -0.296 1.612 0.74 -2.18 1.75 -0.5976
C 0.128 0.436 0.898 0.09 -2.27 0.47 -0.4720
N -2.311 1.092 -0.923 0.98 -2.77 0.26 -0.4121
C -1.997 -0.226 -0.200 1.28 0.95 -2.26 -0.3710
N -0.509 -0.562 -0.061 -1.21 3.54 2.51 -0.1021
H 2.882 -0.155 0.109 -0.89 -1.47 0.09 0.2406
H 1.619 -1.677 0.135 1.21 0.67 -0.86 0.2958
H 2.987 -1.620 1.185 0.10 0.30 0.22 0.4080
H 0.762 -1.144 2.169 0.43 0.74 -0.82 0.2749
H 1.808 0.129 2.523 -0.86 0.84 -1.47 0.4089
H -0.654 0.536 1.658 -0.03 1.06 -0.28 0.5155
H 0.446 1.363 0.365 -0.54 -0.29 0.11 0.3900
H -3.045 0.925 -1.603 0.06 0.10 0.26 0.2537
H -2.342 -0.194 0.862 0.07 -0.50 -0.64 0.3267
H -2.281 -1.078 -0.847 -0.82 0.69 0.74 0.4175
H 0.397 -0.129 -1.152 1.24 -0.06 -1.22 0.3636
H -2.460 1.920 -0.389 -0.21 0.21 0.72 0.2314
H 0.806 0.336 -2.580 -0.08 0.05 -0.77 0.3312
O 1.067 0.423 -1.665 -0.81 -0.22 0.81 -0.4853
```
Positions in Å, forces in eV/Å.

=====

ORCA calculation (ωB97M-V/def2-TZVPD) on an isolated molecule of C4H8FN3 at a distorted geometry.

The calculation puts the total energy at -421.151887 a.u. The SMILES is C=NN[C@@H]1[C@H](N)[C@@H]1F. The calculation puts the orbital gap at 8.68 eV. As for the strongest force on any atom: 0.11903 hartree/bohr.

The geometry in XYZ format:
```
16
Properties=species:S:1:pos:R:3:forces:R:3:mulliken_charge:R:1
C 2.435 1.561 0.759 -3.85 0.50 -1.25 -0.3273
N 1.046 1.560 0.569 5.14 -2.73 1.91 -0.4486
N 0.470 0.298 0.795 2.34 -1.55 0.39 -0.0467
C -0.937 0.161 0.663 -0.30 0.35 1.13 -0.3225
C -1.311 -0.936 -0.239 -1.03 -3.96 -1.38 0.0870
N -0.190 -1.690 -0.761 0.11 0.80 -3.67 -0.6230
C -1.474 0.416 -0.711 0.06 1.21 0.44 -0.1161
F -0.553 0.790 -1.588 1.16 0.75 -1.66 -0.3112
H 2.795 2.687 0.626 -0.11 -3.02 0.32 0.2625
H 3.096 0.508 0.910 -1.84 3.24 -0.31 0.1597
H 1.137 -0.726 0.620 -2.76 4.28 0.41 0.3485
H -1.756 0.234 1.444 1.75 0.58 -0.18 0.2401
H -2.232 -1.564 -0.104 0.83 0.86 0.39 0.2844
H -0.098 -1.759 -1.867 -0.50 0.15 3.44 0.2101
H -0.084 -2.561 -0.311 -0.11 -1.14 0.14 0.1984
H -2.345 1.023 -0.806 -0.89 -0.32 -0.11 0.4047
```
Positions in Å, forces in eV/Å.

=====

ORCA calculation (ωB97M-V/def2-TZVPD) on a structure of composition C9H17Br4Cl3O4Sr4 at a distorted geometry.

The net charge is +4. The calculation puts the total energy at -12452.148869 a.u. The calculation puts the orbital gap at 3.05 eV. As for the strongest force on any atom: 0.06607 hartree/bohr.

The geometry in XYZ format:
```
41
Properties=species:S:1:pos:R:3:forces:R:3:mulliken_charge:R:1
Sr 1.707 0.242 4.588 0.91 0.26 -0.87 1.5734
Sr -3.134 -2.453 0.368 0.84 -0.64 -0.94 1.5578
Sr 0.284 -2.935 2.371 1.13 -2.29 -2.24 1.6417
Sr -2.025 0.618 3.076 -0.06 0.19 -2.39 1.6274
O 0.393 -0.203 2.310 -0.66 -0.38 2.36 -0.9446
C 0.347 0.312 0.964 0.04 1.09 -0.04 -1.2372
C -0.779 -0.207 0.115 -0.56 -0.52 -0.88 0.6758
O -2.110 -0.072 0.631 0.39 -0.63 2.47 -0.9141
H 1.294 0.168 0.435 0.05 -0.27 0.18 0.0581
H 0.230 1.410 1.003 0.01 -0.07 0.17 0.3216
H -0.594 -1.253 -0.208 0.12 0.07 0.28 0.4137
H -0.707 0.355 -0.825 -0.03 0.06 0.05 0.1074
O 1.748 -4.320 1.098 -1.67 1.41 1.71 -0.8855
C 1.199 -4.619 -0.124 0.49 0.36 -1.38 -0.1228
C -0.345 -4.658 -0.307 -0.91 -1.21 0.15 -0.4712
O -1.192 -3.903 0.579 -0.14 2.28 1.04 -0.9642
H 1.550 -5.608 -0.470 -0.15 0.03 0.21 0.3456
H 1.592 -3.937 -0.901 0.00 0.08 0.18 0.0457
H -0.698 -5.689 -0.207 0.21 -0.04 0.11 0.3963
H -0.588 -4.391 -1.341 0.28 0.20 0.00 0.2889
Br -2.959 2.425 -4.257 -0.04 0.36 -0.28 -0.0078
C -3.134 1.187 -2.818 0.46 -0.23 0.25 -0.4781
C -4.507 0.589 -2.867 -0.21 1.00 -0.08 -0.5348
Br -4.588 -1.041 -1.761 -0.48 -0.37 -0.23 -0.1574
H -2.983 1.726 -1.886 0.03 -0.03 0.03 0.2228
H -2.346 0.449 -2.939 -0.06 -0.10 -0.07 0.2561
H -4.858 0.350 -3.867 0.13 -0.54 0.06 0.4908
H -5.227 1.257 -2.403 -0.13 -0.13 0.01 0.4217
Br 3.463 2.192 3.273 0.22 -0.27 0.04 -0.2406
C 2.842 4.024 2.812 -0.55 0.63 -0.23 -0.5361
C 1.485 3.985 2.148 0.14 -0.14 0.03 -0.3375
Br 0.987 5.791 1.777 -0.04 0.38 -0.06 0.0538
H 3.598 4.405 2.130 0.17 -0.20 0.04 0.4558
H 2.866 4.583 3.741 0.00 -0.08 0.09 0.4733
H 0.696 3.588 2.795 0.15 -0.17 0.08 0.1377
H 1.518 3.454 1.201 0.03 -0.12 0.03 0.2071
C 2.901 0.476 -2.100 -0.07 0.02 0.21 0.1333
Cl 2.730 -1.222 -1.600 -0.15 0.00 0.14 -0.1006
Cl 3.859 0.619 -3.515 0.24 0.06 -0.26 -0.0401
Cl 3.573 1.434 -0.739 -0.06 -0.02 0.06 -0.1141
H 1.912 0.875 -2.282 -0.05 -0.03 -0.07 0.1810
```
Positions in Å, forces in eV/Å.

=====

ORCA calculation (ωB97M-V/def2-TZVPD) on an isolated molecule of C9H6OS at a distorted geometry.

The calculation puts the total energy at -819.928528 a.u. The SMILES is O=Cc1ccc2sccc2c1. The calculation puts the orbital gap at 8.76 eV. As for the strongest force on any atom: 0.12946 hartree/bohr.

The geometry in XYZ format:
```
17
Properties=species:S:1:pos:R:3:forces:R:3:mulliken_charge:R:1
O 1.319 3.488 -0.170 0.94 0.33 0.26 -0.4466
C 1.659 2.468 -0.704 -1.26 -0.38 -1.48 -0.1444
C 0.782 1.252 -0.599 0.84 -0.91 -0.65 0.5807
C 0.524 0.450 -1.774 -1.03 -0.43 3.98 -0.7933
C -0.265 -0.714 -1.591 3.20 3.75 -2.35 -0.3841
C -0.619 -1.156 -0.409 -1.42 -0.68 4.29 0.1674
S -1.537 -2.607 -0.049 0.35 0.33 -0.10 -0.1753
C -1.562 -2.197 1.609 0.21 -0.38 3.15 -0.1251
C -0.897 -1.013 1.946 -1.46 -2.87 -3.39 -0.9327
C -0.365 -0.411 0.760 1.13 2.03 0.03 0.5711
C 0.379 0.856 0.654 -2.64 -4.92 -3.62 -0.8265
H 2.491 2.379 -1.483 -0.39 0.34 0.94 0.2782
H 1.019 0.766 -2.635 0.26 0.06 -1.68 0.4222
H -0.379 -1.334 -2.370 -0.68 -1.95 -3.11 0.4904
H -1.987 -2.957 2.426 0.79 1.90 -2.20 0.2970
H -0.983 -0.618 2.882 0.29 1.04 2.34 0.4573
H 0.421 1.347 1.507 0.88 2.74 3.60 0.5636
```
Positions in Å, forces in eV/Å.

=====

ORCA calculation (ωB97M-V/def2-TZVPD) on a cluster of 2 separate species, CH4OP2 in total at a distorted geometry.

The calculation puts the total energy at -798.316613 a.u. The calculation puts the orbital gap (spin up / spin down) at 7.35 / 6.35 eV. As for the strongest force on any atom: 0.02425 hartree/bohr.

The geometry in XYZ format:
```
8
Properties=species:S:1:pos:R:3:forces:R:3:mulliken_charge:R:1
C 0.052 -1.205 0.359 -0.34 -0.52 0.03 -0.7154
O -1.138 2.503 0.201 0.85 0.84 0.36 -0.3162
P -2.166 1.571 -0.237 -0.72 -0.94 -0.32 0.3124
P 1.426 -0.412 -0.359 0.38 0.15 -0.11 0.0236
H 0.117 -1.559 1.376 -0.05 0.14 0.21 0.2977
H -0.552 -1.828 -0.283 -0.18 -0.02 -0.08 0.3290
H 0.800 0.173 -1.468 -0.06 0.11 -0.26 0.0172
H 1.461 0.758 0.411 0.12 0.24 0.15 0.0517
```
Positions in Å, forces in eV/Å.

=====

ORCA calculation (ωB97M-V/def2-TZVPD) on a cluster of 2 separate species, C15H29Cl2N3O5S2 in total at a distorted geometry.

The calculation puts the total energy at -2845.679522 a.u. The calculation puts the orbital gap at 2.69 eV. As for the strongest force on any atom: 0.19881 hartree/bohr.

The geometry in XYZ format:
```
56
Properties=species:S:1:pos:R:3:forces:R:3:mulliken_charge:R:1
C 0.409 2.677 -0.484 -0.73 -0.97 -0.22 -0.7557
C -1.258 2.640 -0.373 0.23 2.68 2.59 0.5173
N -1.841 3.559 0.464 2.34 -3.50 -3.25 -0.5533
C -2.069 1.532 -1.300 1.47 2.31 -1.25 -0.6715
S -2.441 -0.080 -0.432 1.73 -5.28 2.15 1.2152
O -1.474 -0.140 0.814 -3.24 1.34 -3.35 -0.7120
O -2.027 -1.328 -1.305 -1.59 4.79 1.93 -0.7230
N -4.056 -0.245 0.201 1.17 2.45 -2.82 -0.5266
S -5.244 0.622 -0.736 -3.77 -4.63 -2.56 0.9600
O -5.050 0.552 -2.273 0.71 1.46 4.46 -0.5870
O -6.647 -0.047 -0.459 5.19 2.90 0.17 -0.6418
C -5.251 2.399 -0.054 -1.08 0.96 0.79 -0.2514
Cl -5.338 2.195 1.823 0.67 0.32 -2.04 -0.1243
C -6.586 3.256 -0.466 0.78 1.16 -0.85 -0.0713
C -6.859 3.345 -2.097 -0.82 1.00 0.27 -0.9289
Cl -8.108 2.732 0.503 1.42 0.58 -1.40 -0.1598
H 0.765 3.177 -1.504 -0.84 -1.14 2.20 0.2815
H 0.877 3.244 0.433 -1.10 -1.06 -1.89 0.3503
H 0.763 1.549 -0.438 -0.54 2.34 -0.22 -0.0388
H -1.081 4.137 0.930 -1.03 -0.99 -0.89 0.2539
H -2.981 2.066 -1.801 1.49 -1.44 1.12 0.4408
H -1.320 1.268 -2.191 -1.72 0.27 2.04 0.3333
H -4.294 3.009 -0.340 -1.72 -1.36 0.68 0.2537
H -6.377 4.380 -0.125 -0.39 -2.64 -0.52 0.3621
H -5.872 3.646 -2.687 -2.02 -0.98 1.39 0.2412
H -7.408 2.412 -2.542 1.48 1.64 1.00 0.2884
H -7.604 4.267 -2.238 1.57 -2.00 0.35 0.3458
C 4.297 -2.793 -1.162 -0.49 -0.33 -0.37 -1.5120
C 4.401 -1.620 -0.141 1.76 -0.62 -3.20 1.6172
C 5.102 -2.093 1.163 -0.44 0.07 1.22 -1.3758
C 4.222 -2.953 2.057 -0.17 0.01 -0.31 -0.5389
C 2.916 -2.230 2.366 1.41 0.17 0.42 -1.1092
C 2.158 -1.786 1.088 -3.82 -1.06 -0.63 1.6951
N 3.033 -1.045 0.111 3.44 6.25 7.32 0.5795
O 3.208 0.260 0.608 -1.57 -6.18 -3.62 -0.2769
C 1.541 -3.042 0.414 0.28 -0.33 -0.42 -1.9664
C 0.906 -0.957 1.524 1.32 0.38 0.21 -1.6623
C 5.381 -0.613 -0.835 -0.46 0.60 0.54 -1.8126
H 4.811 -3.692 -0.808 -0.12 0.19 0.06 0.3426
H 3.270 -3.072 -1.407 0.13 0.01 0.22 0.3488
H 4.734 -2.533 -2.135 0.04 0.12 0.41 0.4542
H 5.430 -1.221 1.747 -0.20 0.07 -0.30 0.3846
H 6.016 -2.650 0.922 -0.29 0.25 -0.50 0.4299
H 4.029 -3.922 1.585 0.00 0.06 0.04 0.2816
H 4.749 -3.167 2.994 -0.06 0.07 -0.10 0.4207
H 2.281 -2.886 2.976 -0.28 0.29 -0.54 0.3986
H 3.139 -1.357 2.993 -0.14 0.07 -0.28 0.4110
H 1.083 -2.788 -0.549 0.02 -0.01 0.24 0.4294
H 0.750 -3.477 1.038 0.22 0.46 -0.02 0.4262
H 2.262 -3.846 0.255 0.01 0.12 -0.04 0.4845
H 1.168 -0.090 2.141 0.09 -0.09 -0.24 0.3839
H 0.223 -1.564 2.130 0.32 -0.08 -0.41 0.4461
H 0.343 -0.602 0.653 0.04 -0.17 0.12 0.3273
H 4.938 -0.190 -1.746 -0.01 -0.13 0.21 0.4709
H 6.313 -1.116 -1.124 -0.47 -0.21 0.16 0.4497
H 5.671 0.216 -0.180 -0.23 -0.16 -0.09 0.3743
```
Positions in Å, forces in eV/Å.

=====

ORCA calculation (ωB97M-V/def2-TZVPD) on a cluster of 2 separate species, C5H15N2O in total at a distorted geometry.

The net charge is +1. The calculation puts the total energy at -383.950910 a.u. The calculation puts the orbital gap at 9.60 eV. As for the strongest force on any atom: 0.07346 hartree/bohr.

The geometry in XYZ format:
```
23
Properties=species:S:1:pos:R:3:forces:R:3:mulliken_charge:R:1
C -0.876 -2.220 2.147 -1.23 -2.10 -1.24 -1.4318
C -0.680 -0.907 1.447 1.19 0.77 -0.44 0.2685
C -1.221 -0.909 0.017 -0.60 -0.92 -1.95 -0.9188
C -0.342 -0.194 -1.003 -0.62 3.36 1.60 0.0094
C -0.742 1.077 -1.254 0.08 -2.98 0.06 -0.5264
N -0.088 1.960 -2.245 -0.38 2.04 1.89 -0.2069
N 0.826 -0.611 1.231 -2.25 -0.17 0.75 -0.6333
H -0.233 -2.399 2.990 0.00 0.08 0.43 0.3417
H -1.910 -2.563 2.307 -0.23 1.29 1.03 0.4076
H -0.804 -3.076 1.446 1.45 0.37 -0.17 0.3616
H -1.188 -0.120 2.029 0.59 0.07 -0.30 0.3235
H -1.313 -1.925 -0.430 -0.03 0.21 0.78 0.3007
H -2.236 -0.488 -0.099 0.37 -0.19 0.39 0.4771
H 0.683 -0.459 -1.172 0.12 -0.66 -0.64 0.2561
H -1.724 1.326 -0.832 0.58 0.94 -0.74 0.2992
H 0.309 2.838 -1.779 -0.69 -1.24 -0.54 0.3671
H 0.722 1.588 -2.730 -0.07 -0.61 -0.28 0.3399
H -0.872 2.242 -2.836 0.66 0.20 -0.68 0.3990
H 1.240 -0.412 2.143 0.19 -0.64 -0.37 0.2671
H 1.062 -1.527 0.853 1.13 0.14 0.54 0.2804
H 3.236 3.030 -0.885 0.11 -0.14 0.01 0.3164
H 3.279 1.602 -0.331 -0.04 -0.03 0.04 0.3236
O 2.875 2.145 -1.014 -0.34 0.22 -0.19 -0.6218
```
Positions in Å, forces in eV/Å.

=====

ORCA calculation (ωB97M-V/def2-TZVPD) on a cluster of 2 separate species, C3H10N2O in total.

The net charge is +1. The calculation puts the total energy at -304.727542 a.u. The calculation puts the orbital gap (spin up / spin down) at 9.54 / 5.68 eV. As for the strongest force on any atom: 0.01893 hartree/bohr. The spin multiplicity is 2.

The geometry in XYZ format:
```
16
Properties=species:S:1:pos:R:3:forces:R:3:mulliken_spin:R:1
C -2.039 0.653 -0.674 -0.28 0.33 0.42 0.0176
C -1.200 1.532 0.250 -0.41 -0.23 -0.11 -0.0131
N -0.141 0.745 0.888 0.86 0.20 0.40 0.3425
C 0.239 0.890 2.134 -0.29 -0.01 0.28 -0.0976
N 1.240 0.168 2.612 0.45 -0.07 -0.28 0.7431
H -1.434 0.103 -1.396 -0.14 0.16 -0.08 0.0007
H -2.638 -0.030 -0.083 0.12 -0.37 0.10 -0.0013
H -2.779 1.297 -1.154 0.31 -0.04 -0.32 0.0010
H -1.806 1.940 1.059 0.00 0.01 0.00 0.0038
H -0.773 2.381 -0.283 0.31 -0.11 -0.05 0.0176
H 0.501 0.158 0.344 -0.47 0.00 -0.21 -0.0100
H -0.321 1.553 2.786 -0.20 0.20 -0.11 0.0118
H 1.737 0.601 3.400 -0.25 -0.09 -0.07 -0.0161
H 2.588 -3.226 -4.390 0.09 -0.01 0.07 0.0000
H 1.089 -3.421 -4.345 -0.01 -0.04 0.08 0.0000
O 1.846 -3.244 -3.776 -0.09 0.07 -0.13 0.0000
```
Positions in Å, forces in eV/Å.

=====

ORCA calculation (ωB97M-V/def2-TZVPD) on a cluster of 2 separate species, CH3N2O2 in total at a distorted geometry.

The net charge is +1. The calculation puts the total energy at -299.499101 a.u. The calculation puts the orbital gap (spin up / spin down) at 6.93 / 6.93 eV. As for the strongest force on any atom: 0.07444 hartree/bohr.

The geometry in XYZ format:
```
8
Properties=species:S:1:pos:R:3:forces:R:3:mulliken_charge:R:1
C 0.087 -0.091 0.959 0.13 -1.01 3.25 0.2457
N -2.421 0.486 -2.131 2.77 -0.10 1.97 0.5770
N 1.243 -0.351 0.360 1.51 1.18 -3.32 -0.3474
O -1.435 0.500 -1.677 -2.67 0.24 -2.31 0.2394
O -0.995 0.130 0.405 0.44 -0.17 0.36 -0.5445
H 0.157 -0.288 2.109 -0.45 0.80 -1.72 0.3089
H 2.264 -0.180 0.660 -2.65 -0.51 0.05 0.3058
H 1.099 -0.207 -0.685 0.94 -0.42 1.71 0.2151
```
Positions in Å, forces in eV/Å.